The following is a quantum chemistry calculation of a cluster of 3 separate species, C43H73IN2O5S in total in a non-equilibrium geometry, from OMol25.

```
! RIJCOSX wB97M-V def2-TZVPD def2/J DEFGRID3
* xyz 0 1
H 1.185 -6.943 -3.949
H -2.016 -5.985 -3.762
C 3.799 5.125 -1.348
H -7.407 0.765 -2.794
C -4.277 1.120 0.797
H -6.366 -5.523 -0.455
O -4.865 4.586 -4.510
H 8.485 2.147 6.291
O -3.917 4.626 -2.282
C -5.722 2.090 -2.317
H 2.273 5.770 -2.850
H 8.787 0.079 0.621
C 2.383 -0.881 -0.612
H -3.624 1.617 -3.018
H 0.253 -5.418 -3.903
C -4.232 -3.584 2.634
C -4.966 -0.681 -0.759
S -3.976 3.925 -3.566
H -0.175 -1.889 1.336
C -1.815 -6.101 -2.663
C -2.536 -0.776 0.156
H -5.163 -3.030 2.494
H -5.052 -5.053 4.966
H 2.326 0.693 1.030
H 0.519 0.052 0.059
H 2.566 7.845 -3.709
H 1.520 7.818 -1.253
H -6.192 -6.295 5.446
H 4.684 3.850 0.206
C -3.315 -2.706 -1.364
C 6.479 2.678 2.629
H 4.527 1.763 2.648
C -0.933 -2.808 -0.482
H 3.246 4.794 0.737
C -4.254 -4.956 1.955
H 6.188 3.667 2.994
C 8.254 0.981 0.932
N 7.894 2.465 2.901
H 8.642 1.819 0.348
C 3.012 8.284 -2.771
H -6.493 2.876 -2.552
H 5.050 7.363 -2.827
C -4.532 2.189 -3.362
H 5.297 1.771 4.223
H -0.639 -7.887 -3.043
H -5.808 0.038 -3.131
H -7.078 -0.960 -1.082
C -2.216 -2.104 -0.551
H 2.563 -0.645 -1.700
C -4.587 1.933 1.651
H -6.719 0.588 -0.122
H 4.558 5.909 -1.051
C 3.648 4.165 -0.110
C 3.359 1.592 -0.733
C 8.457 1.211 2.424
C -0.485 -6.922 -2.483
C -6.390 -0.076 -0.954
H -6.747 -4.953 4.452
H -3.976 -4.412 -2.624
C -1.866 -4.724 -1.938
H 1.929 3.262 -1.130
H 5.029 9.082 -2.212
H -3.426 -2.979 2.207
O -5.498 -2.513 -2.302
H -4.033 -3.665 3.702
H -4.888 2.562 2.505
H 8.058 0.347 2.974
C 8.331 2.817 4.247
C 0.723 -6.194 -3.246
H -7.651 -4.367 -0.092
C 7.908 1.899 5.396
H -5.283 2.353 -1.321
H -7.495 -5.923 1.739
H 0.196 -4.603 -1.092
H -4.859 1.729 -4.335
H -3.383 -5.530 2.284
H 3.207 7.730 -0.624
C -5.910 -5.632 4.623
O -2.448 3.950 -4.206
C -6.660 -4.711 0.214
C 0.260 -2.194 0.340
H 4.468 1.769 -0.632
H 2.068 2.847 0.631
C -0.793 -4.105 -1.181
H 3.155 1.428 -1.823
C 2.991 0.364 0.193
I -0.024 -7.478 -0.444
C -5.573 -6.468 3.386
H 2.888 -1.845 -0.356
C 5.487 1.641 3.158
H 2.643 9.351 -2.738
C 0.798 -0.919 -0.432
H 7.201 0.839 0.679
H -4.087 -4.804 0.884
H 8.089 0.845 5.176
C -6.700 -5.175 1.662
H 6.352 2.744 1.544
H -7.003 -4.330 2.297
H -6.347 -7.236 3.277
C -3.141 -3.974 -2.033
H 4.850 8.708 -4.000
H 1.622 5.522 -1.132
C -4.688 -2.004 -1.527
H -4.652 -7.027 3.579
H 1.455 -5.785 -2.512
O -1.765 -0.157 0.872
H 4.259 4.605 -2.238
C -3.973 -0.152 0.014
C 2.481 5.900 -1.749
H -2.105 4.846 -4.010
C 2.561 7.469 -1.503
H -2.659 -6.718 -2.238
N -5.452 -5.774 2.111
H 1.060 -2.944 0.558
H 9.426 2.869 4.241
C 2.655 2.956 -0.325
C 4.580 8.373 -2.959
H 0.329 -0.948 -1.459
H 5.817 0.615 2.985
H -5.971 -3.876 0.072
H 8.005 3.837 4.473
H 3.951 -0.012 0.642
H 6.857 2.029 5.652
C -6.375 0.649 -2.369
H 9.537 1.224 2.603
*
```

Values from the calculation:
SMILES: C#CC1=C(CCCCS(=O)(=O)O)C(=O)c2cc(C[C@@H](C)I)cc(CCCCCCCCCCCC)c2C1=O.CCN(CC)CC.CCN(CC)CC
Molecular weight in g/mol: 857.037
Gap between HOMO and LUMO in Eh: 0.246